(1)
Molecular formula: C23H46B2N4O13S3
Method: DFT, ωB97M-V/def2-TZVPD

Output
orbital gap	7.1	eV
E_tot	-3345.30883	Ha
2S+1	1
SMILES	CCOB(O)c1nc2cc(CN)cc(CB(O)O)c2nc1CCN.CCOS(C)(=O)=O.CCOS(C)(=O)=O.CCOS(C)(=O)=O
charge	0
ΔE to the lowest compared entry with this formula, charge and spin	741.2	kJ/mol

Each atom is followed by the atoms it is bonded to, with distances in Å.
Positions of all 91 atoms, in Å:
1 C 5.78010 0.96413 -0.38755  C2 1.630, H25 1.159, H26 1.146, H27 1.159
2 C 6.18059 2.14513 0.66157  C1 1.630, O3 1.451, H28 1.160, H29 1.143
3 O 5.29710 2.13803 1.81234  C2 1.451, B4 1.442
4 B 4.17837 3.03396 1.65754  O3 1.442, O5 1.439, C6 1.649
5 O 4.29980 4.40224 2.08646  B4 1.439, H30 0.981
6 C 2.80628 2.36798 1.03003  B4 1.649, N7 1.434, C21 1.561
7 N 2.54158 1.01900 1.43807  C6 1.434, C8 1.437
8 C 1.32671 0.58512 0.80590  N7 1.437, C9 1.589, C19 1.547
9 C 0.87722 -0.91135 1.09285  C8 1.589, C10 1.560, H31 1.155
10 C -0.41715 -1.53335 0.48448  C9 1.560, C11 1.601, C13 1.574
11 C -0.77946 -3.06488 0.77933  C10 1.601, N12 1.512, H32 1.143, H33 1.153
12 N -0.14975 -3.92649 -0.29245  C11 1.512, H34 1.037, H35 1.045
13 C -1.36829 -0.66509 -0.41989  C10 1.574, C14 1.553, H36 1.141
14 C -0.92663 0.79723 -0.70139  C13 1.553, C15 1.620, C19 1.585
15 C -1.85816 1.74822 -1.62511  C14 1.620, B16 1.648, H37 1.152, H38 1.153
16 B -2.84755 2.52401 -0.56002  C15 1.648, O17 1.456, O18 1.462
17 O -4.08317 1.92203 -0.07841  B16 1.456, H39 0.987
18 O -2.56500 3.86544 -0.05274  B16 1.462, H40 0.993
19 C 0.41101 1.41902 -0.12164  C8 1.547, C14 1.585, N20 1.436
20 N 0.71500 2.77083 -0.50045  C19 1.436, C21 1.429
21 C 1.93982 3.23832 0.06709  C6 1.561, N20 1.429, C22 1.622
22 C 2.37050 4.74362 -0.35695  C21 1.622, C23 1.608, H41 1.160, H42 1.141
23 C 1.69803 5.78282 0.66927  C22 1.608, N24 1.500, H43 1.154, H44 1.160
24 N 1.44520 7.13871 0.07998  C23 1.500, H45 1.036, H46 1.038
25 H 5.12173 0.22415 0.21399  C1 1.159
26 H 5.22396 1.36748 -1.30478  C1 1.146
27 H 6.71224 0.34588 -0.69173  C1 1.159
28 H 7.22787 1.84368 1.05852  C2 1.160
29 H 6.31282 3.16640 0.16465  C2 1.143
30 H 3.85788 4.56957 2.94643  O5 0.981
31 H 1.50096 -1.62525 1.75235  C9 1.155
32 H -1.91009 -3.21796 0.70930  C11 1.143
33 H -0.34332 -3.42160 1.78509  C11 1.153
34 H -0.49394 -3.63206 -1.22484  N12 1.037
35 H 0.88814 -3.80986 -0.27621  N12 1.045
36 H -2.34022 -1.03209 -0.89133  C13 1.141
37 H -1.20582 2.52679 -2.16806  C15 1.152
38 H -2.46755 1.13421 -2.38767  C15 1.153
39 H -4.41344 2.48212 0.66357  O17 0.987
40 H -2.56747 3.84498 0.94007  O18 0.993
41 H 1.86739 4.92340 -1.38639  C22 1.160
42 H 3.49572 4.86313 -0.50460  C22 1.141
43 H 2.24931 5.85385 1.68052  C23 1.154
44 H 0.65107 5.35986 0.93512  C23 1.160
45 H 2.30881 7.50444 -0.36081  N24 1.036
46 H 0.76565 6.98371 -0.68934  N24 1.038
47 O -5.20422 -2.15282 -2.30200  S48 1.441
48 S -5.31318 -1.49993 -3.58197  O47 1.441, O49 1.439, O50 1.619, C53 1.770
49 O -4.31072 -0.58232 -4.05468  S48 1.439
50 O -6.76375 -0.78925 -3.68651  S48 1.619, C51 1.427
51 C -7.14044 0.13529 -2.66645  O50 1.427, C52 1.517, H54 1.094, H55 1.093
52 C -6.43513 1.46772 -2.83126  C51 1.517, H56 1.092, H57 1.092, H58 1.093
53 C -5.57716 -2.73021 -4.82749  S48 1.770, H59 1.089, H60 1.090, H61 1.090
54 H -6.95797 -0.28929 -1.67474  C51 1.094
55 H -8.21881 0.28736 -2.75861  C51 1.093
56 H -5.36133 1.36670 -2.66073  C52 1.092
57 H -6.82129 2.20011 -2.11927  C52 1.092
58 H -6.56707 1.85257 -3.84559  C52 1.093
59 H -6.36312 -3.40718 -4.49539  C53 1.089
60 H -4.64254 -3.27552 -4.96033  C53 1.090
61 H -5.85469 -2.23563 -5.75786  C53 1.090
62 O -1.80518 0.70112 2.78089  S63 1.440
63 S -3.01489 0.21489 3.39285  O62 1.440, O64 1.440, O65 1.619, C68 1.770
64 O -4.01116 1.10727 3.92610  S63 1.440
65 O -2.62846 -0.87439 4.52656  S63 1.619, C66 1.427
66 C -1.71874 -0.48994 5.55635  O65 1.427, C67 1.518, H69 1.094, H70 1.093
67 C -2.38479 0.39947 6.58999  C66 1.518, H71 1.092, H72 1.092, H73 1.093
68 C -3.80896 -0.90045 2.27103  S63 1.770, H74 1.089, H75 1.091, H76 1.090
69 H -0.83451 -0.00736 5.12917  C66 1.094
70 H -1.38184 -1.41002 6.04056  C66 1.093
71 H -2.65958 1.36506 6.15998  C67 1.092
72 H -1.71256 0.58458 7.43066  C67 1.092
73 H -3.30291 -0.06178 6.96195  C67 1.093
74 H -3.07058 -1.60572 1.89172  C68 1.089
75 H -4.22179 -0.31065 1.45134  C68 1.091
76 H -4.61030 -1.41852 2.79748  C68 1.090
77 O 3.68514 -3.99383 0.04475  S78 1.441
78 S 3.92465 -4.05902 -1.37483  O77 1.441, O79 1.439, O80 1.619, C83 1.771
79 O 3.15447 -4.91307 -2.23904  S78 1.439
80 O 5.49846 -4.33994 -1.62894  S78 1.619, C81 1.427
81 C 6.09326 -5.48187 -1.01342  O80 1.427, C82 1.518, H84 1.094, H85 1.093
82 C 5.71413 -6.76566 -1.72832  C81 1.518, H86 1.092, H87 1.092, H88 1.093
83 C 3.88039 -2.41535 -2.03189  S78 1.771, H89 1.089, H90 1.091, H91 1.090
84 H 5.83205 -5.52761 0.04804  C81 1.094
85 H 7.17599 -5.34571 -1.07362  C81 1.093
86 H 4.64881 -6.97861 -1.61652  C82 1.092
87 H 6.27103 -7.61273 -1.32194  C82 1.092
88 H 5.91715 -6.68559 -2.79901  C82 1.093
89 H 4.49348 -1.76731 -1.40659  C83 1.089
90 H 2.84301 -2.07889 -2.01847  C83 1.091
91 H 4.25178 -2.43542 -3.05610  C83 1.090

(2)
Molecular formula: C17H19FN4O2
Method: DFT, ωB97M-V/def2-TZVPD

Output
orbital gap	9.5	eV
E_tot	-1128.62808	Ha
2S+1	1
SMILES	CC(=O)NCC(=O)N[C@H]1CCCc2c1cnn2-c1ccccc1F
charge	0
ΔE to the lowest compared entry with this formula, charge and spin	0.0	kJ/mol

Each atom is followed by the atoms it is bonded to, with distances in Å.
Positions of all 43 atoms, in Å:
1 C -1.67744 2.76403 0.28512  C2 1.506, H41 1.086, H42 1.090, H43 1.086
2 C -1.12587 2.20270 1.56869  C1 1.506, O3 1.221, N4 1.352
3 O -1.46066 1.12202 2.02752  C2 1.221
4 N -0.22291 2.99919 2.18373  C2 1.352, H5 1.007, C6 1.453
5 H 0.12811 3.80255 1.68737  N4 1.007
6 C 0.50724 2.59253 3.37219  N4 1.453, H7 1.090, H8 1.093, C9 1.539
7 H 0.91722 3.47705 3.85874  C6 1.090
8 H -0.18381 2.07741 4.04359  C6 1.093
9 C 1.64502 1.64785 2.94725  C6 1.539, O10 1.213, N11 1.345
10 O 2.80078 2.00574 2.86459  C9 1.213
11 N 1.18729 0.41995 2.64244  C9 1.345, H12 1.017, C13 1.457
12 H 0.17650 0.30665 2.62173  N11 1.017
13 C 1.92360 -0.48445 1.76900  N11 1.457, C14 1.495, C36 1.532, H40 1.095
14 C 1.49106 -0.20033 0.36627  C13 1.495, C15 1.377, C18 1.406
15 C 0.66988 -1.02542 -0.36982  C14 1.377, N16 1.360, C31 1.485
16 N 0.37129 -0.35298 -1.51407  C15 1.360, N17 1.342, C20 1.398
17 N 0.95343 0.85650 -1.53359  N16 1.342, C18 1.314
18 C 1.63214 0.96128 -0.41366  C14 1.406, N17 1.314, H19 1.072
19 H 2.19947 1.84444 -0.19704  C18 1.072
20 C -0.42988 -0.77079 -2.58054  N16 1.398, C21 1.392, C25 1.396
21 C -0.36941 -2.07677 -3.05840  C20 1.392, C22 1.383, H30 1.078
22 C -1.16226 -2.47900 -4.11735  C21 1.383, C23 1.385, H29 1.079
23 C -2.02156 -1.58196 -4.72883  C22 1.385, C24 1.384, H28 1.079
24 C -2.09080 -0.27654 -4.27518  C23 1.384, C25 1.382, H27 1.078
25 C -1.30316 0.11733 -3.21036  C20 1.396, C24 1.382, F26 1.344
26 F -1.41426 1.38175 -2.76783  C25 1.344
27 H -2.75236 0.44401 -4.72933  C24 1.078
28 H -2.63619 -1.89496 -5.55809  C23 1.079
29 H -1.10017 -3.49628 -4.47154  C22 1.079
30 H 0.31909 -2.77083 -2.60441  C21 1.078
31 C 0.17091 -2.34785 0.08477  C15 1.485, H32 1.092, C33 1.533, H39 1.096
32 H -0.84824 -2.52244 -0.26786  C31 1.092
33 C 0.22602 -2.36357 1.61675  C31 1.533, H34 1.091, H35 1.091, C36 1.531
34 H -0.00534 -3.36617 1.97960  C33 1.091
35 H -0.53164 -1.68134 2.00599  C33 1.091
36 C 1.60965 -1.94277 2.11904  C13 1.532, C33 1.531, H37 1.091, H38 1.092
37 H 1.66542 -2.06498 3.20141  C36 1.091
38 H 2.36828 -2.58332 1.66449  C36 1.092
39 H 0.80733 -3.14911 -0.30668  C31 1.096
40 H 2.98610 -0.26170 1.91367  C13 1.095
41 H -1.84512 3.83487 0.35966  C1 1.086
42 H -0.96644 2.57457 -0.51878  C1 1.090
43 H -2.60830 2.26114 0.03973  C1 1.086

(3)
Molecular formula: C5H12N2O
Method: DFT, ωB97M-V/def2-TZVPD

Output
orbital gap	9.4	eV
E_tot	-382.30250	Ha
2S+1	1
SMILES	[H]/N=C(C)\C=N\[H].COC
charge	0
ΔE to the lowest compared entry with this formula, charge and spin	525.2	kJ/mol

Each atom is followed by the atoms it is bonded to, with distances in Å.
Positions of all 20 atoms, in Å:
1 C -1.82481 -1.75659 1.59351  O3 1.408, H4 1.097, H5 1.093, H6 1.099
2 C 0.39690 -1.27284 0.31664  O3 1.715, H7 1.136, H8 1.086, H9 1.088
3 O -1.03347 -2.19735 0.51577  C1 1.408, C2 1.715
4 H -1.32193 -1.89953 2.55811  C1 1.097
5 H -2.75208 -2.33488 1.58029  C1 1.093
6 H -2.07716 -0.69160 1.49501  C1 1.099
7 H -0.54737 -0.87804 -0.17515  C2 1.136
8 H 1.03660 -2.00639 -0.16455  C2 1.086
9 H 0.71075 -0.99624 1.32110  C2 1.088
10 C -0.65199 1.74237 -1.54903  C11 1.498, H18 1.088, H19 1.094, H20 1.095
11 C 0.44964 1.60691 -0.54243  C10 1.498, C12 1.503, N13 1.265
12 C 1.45490 0.52059 -0.80525  C11 1.503, N14 1.287, H17 1.096
13 N 0.50259 2.36778 0.46654  C11 1.265, H15 1.022
14 N 2.46723 0.40834 -0.01820  C12 1.287, H16 1.018
15 H 1.34458 2.19194 1.01939  N13 1.022
16 H 3.19235 -0.21219 -0.37279  N14 1.018
17 H 1.43449 0.10249 -1.81774  C12 1.096
18 H -1.37201 2.48459 -1.21023  C10 1.088
19 H -0.24001 2.03244 -2.51956  C10 1.094
20 H -1.16918 0.78819 -1.69141  C10 1.095

(4)
Molecular formula: C3H11N4OPS
Method: DFT, ωB97M-V/def2-TZVPD

Output
orbital gap (alpha / beta)	5.7 / 6.6	eV
E_tot	-1154.56466	Ha
2S+1	3
charge	0

Each atom is followed by the atoms it is bonded to, with distances in Å.
Positions of all 21 atoms, in Å:
1 C -1.40374 1.51376 -0.60112  C2 1.537, C3 1.471, H11 1.174, H12 1.077
2 C -1.82910 0.47688 -1.65331  C1 1.537, N4 1.434, H13 1.097, H14 1.039
3 C -1.18260 0.79195 0.66096  C1 1.471, N5 1.287, H15 1.035
4 N -1.70409 -0.74364 -0.91117  C2 1.434, N5 1.435, H16 0.967
5 N -1.48581 -0.44519 0.47572  C3 1.287, N4 1.435
6 N 0.82772 -1.47695 0.38654  P9 1.794, H17 1.049, H18 1.046, H19 0.985
7 N 3.04576 -0.80825 1.48193  P9 1.680, H20 1.022, H21 1.037
8 O 0.99277 0.73127 1.58371  P9 1.452
9 P 1.82383 -0.00890 0.65069  N6 1.794, N7 1.680, O8 1.452, S10 1.967
10 S 2.29018 0.60391 -1.15892  P9 1.967
11 H -0.49094 2.16482 -0.95016  C1 1.174
12 H -2.20865 2.21982 -0.48551  C1 1.077
13 H -2.84394 0.71447 -1.99671  C2 1.097
14 H -1.45502 0.64259 -2.60871  C2 1.039
15 H -0.98180 1.34876 1.50944  C3 1.035
16 H -2.35024 -1.46299 -0.90586  N4 0.967
17 H -0.16907 -1.26333 0.13973  N6 1.049
18 H 0.87345 -2.14561 1.18996  N6 1.046
19 H 1.24683 -1.84720 -0.42445  N6 0.985
20 H 3.02211 -0.50479 2.45753  N7 1.022
21 H 3.98234 -0.50139 1.15972  N7 1.037

(5)
Molecular formula: C7H12
Method: DFT, ωB97M-V/def2-TZVPD

Output
orbital gap	10.4	eV
E_tot	-273.86115	Ha
2S+1	1
SMILES	CC#CCCCC
charge	0
ΔE to the lowest compared entry with this formula, charge and spin	124.5	kJ/mol

Each atom is followed by the atoms it is bonded to, with distances in Å.
Positions of all 19 atoms, in Å:
1 C -3.24615 0.49752 0.13208  C2 1.526, H8 1.097, H9 1.096, H10 1.095
2 C -2.09313 -0.08724 -0.67813  C1 1.526, C3 1.527, H11 1.099, H12 1.099
3 C -0.72539 0.34542 -0.15624  C2 1.527, C4 1.537, H13 1.097, H14 1.098
4 C 0.42414 -0.20929 -1.01312  C3 1.537, C5 1.467, H15 1.098, H16 1.097
5 C 1.70494 -0.23724 -0.29897  C4 1.467, C6 1.205
6 C 2.72181 -0.31720 0.34345  C5 1.205, C7 1.463
7 C 3.95349 -0.44766 1.12305  C6 1.463, H17 1.094, H18 1.094, H19 1.094
8 H -3.14638 0.23940 1.19309  C1 1.097
9 H -3.26762 1.59085 0.05772  C1 1.096
10 H -4.21240 0.11752 -0.21570  C1 1.095
11 H -2.14534 -1.18455 -0.65104  C2 1.099
12 H -2.19389 0.19863 -1.73429  C2 1.099
13 H -0.60520 -0.00358 0.87689  C3 1.097
14 H -0.65903 1.44116 -0.12267  C3 1.098
15 H 0.18274 -1.23565 -1.32101  C4 1.098
16 H 0.51235 0.37421 -1.93807  C4 1.097
17 H 4.07091 0.38796 1.81875  C7 1.094
18 H 4.83180 -0.47306 0.47054  C7 1.094
19 H 3.94153 -1.37313 1.70718  C7 1.094

(6)
Molecular formula: CH31NO15
Method: DFT, ωB97M-V/def2-TZVPD

Output
orbital gap	10.6	eV
E_tot	-1240.15084	Ha
2S+1	1
charge	0
ΔE to the lowest compared entry with this formula, charge and spin	87.5	kJ/mol

Each atom is followed by the atoms it is bonded to, with distances in Å.
Positions of all 48 atoms, in Å:
1 C 1.52771 -0.64055 0.14612  N2 1.374, O3 1.255, H4 1.093
2 N 0.35528 -0.02498 -0.21932  C1 1.374, H5 1.011, H6 0.991
3 O 1.51362 -1.86769 0.40650  C1 1.255
4 H 2.48886 -0.12150 0.17929  C1 1.093
5 H -0.53555 -0.50235 -0.25193  N2 1.011
6 H 0.30918 0.96445 -0.25706  N2 0.991
7 H 0.42503 -1.82475 -2.67568  O9 0.972
8 H 0.13666 -0.33549 -2.86638  O9 0.946
9 O 0.70132 -1.03236 -3.16646  H7 0.972, H8 0.946
10 H 2.11360 -0.43186 -2.50597  O12 1.012
11 H 3.63594 -0.08486 -2.65481  O12 0.995
12 O 2.87411 0.03037 -2.02498  H10 1.012, H11 0.995
13 H -2.66664 -1.15104 0.05232  O15 0.959
14 H -2.43031 -0.58176 -1.26948  O15 0.925
15 O -2.10236 -1.24652 -0.71689  H13 0.959, H14 0.925
16 H 2.79971 -0.75893 2.63687  O18 1.001
17 H 2.72420 -2.09955 1.79930  O18 0.967
18 O 2.91422 -1.75217 2.68196  H16 1.001, H17 0.967
19 H -0.32269 3.38054 0.16373  O21 0.942
20 H -1.36921 2.45207 0.79138  O21 0.955
21 O -0.44901 2.70682 0.81058  H19 0.942, H20 0.955
22 H 0.93028 1.98851 1.47903  O24 0.997
23 H 2.20184 2.02889 2.42146  O24 0.989
24 O 1.76812 1.49848 1.70769  H22 0.997, H23 0.989
25 H -2.40525 -0.41705 2.24024  O27 1.021
26 H -3.98142 -0.84269 2.06716  O27 0.987
27 O -3.19405 -0.47914 1.59522  H25 1.021, H26 0.987
28 H -3.00405 1.70180 -0.38860  O30 0.967
29 H -3.11424 1.17504 1.03486  O30 0.967
30 O -2.99582 1.99341 0.53363  H28 0.967, H29 0.967
31 H -0.54802 -1.21275 3.11218  O33 1.010
32 H -0.52243 0.26100 2.64208  O33 0.933
33 O -1.05654 -0.34056 3.11537  H31 1.010, H32 0.933
34 H 2.02980 2.40434 -0.38908  O36 0.929
35 H 2.31223 1.61356 -1.63500  O36 0.972
36 O 1.87054 2.41410 -1.30443  H34 0.929, H35 0.972
37 H -3.37588 1.24470 -2.62736  O39 0.958
38 H -1.89828 1.50264 -2.18404  O39 0.949
39 O -2.70880 1.05951 -1.96462  H37 0.958, H38 0.949
40 H 0.43221 -2.77833 -0.72441  O42 0.952
41 H -0.99558 -2.57463 -1.20382  O42 0.979
42 O -0.12686 -2.93259 -1.47946  H40 0.952, H41 0.979
43 H 1.24087 -2.38954 3.10770  O45 0.966
44 H 0.48152 -2.46236 1.75593  O45 0.980
45 O 0.36536 -2.53497 2.72671  H43 0.966, H44 0.980
46 H 0.33885 2.39386 -2.07191  O48 0.979
47 H -0.28111 2.40458 -3.54916  O48 0.953
48 O -0.47427 2.36726 -2.61710  H46 0.979, H47 0.953